No. 1
2 unconnected molecules or ions with the total composition H4S3. Source: the Open Molecules 2025 dataset; level of theory: the ωB97M-V functional and the def2-TZVPD basis.

```
7
H4S3, DFT the ωB97M-V functional and the def2-TZVPD basis
S 0.48833 1.38124 -1.37987
H -0.07348 1.72504 -2.53025
H -0.41178 2.04658 -0.65869
S -0.75067 -2.03919 0.77101
S 1.00424 -1.43950 1.59840
H -1.59235 -1.23305 1.43580
H 1.33571 -0.44111 0.76359
```

Results
Structure (SMILES): SS.S
HOMO: -9.57 eV
ΔE to the lowest compared entry with this formula, charge and spin: 2.30 kJ/mol
Kohn-Sham gap: 10.1 eV

Here are the natural (NBO) charges for atoms 1 to 6, given in e: -0.289, 0.147, 0.143, -0.116, -0.126, 0.119


No. 2
2 unconnected molecules or ions with the total composition C6H13NO3 in a non-equilibrium geometry. Source: the Open Molecules 2025 dataset; level of theory: the ωB97M-V functional and the def2-TZVPD basis.

```
23
C6H13NO3, DFT the ωB97M-V functional and the def2-TZVPD basis
C 1.16285 -2.55756 0.04440
O 1.97590 -1.40762 0.03659
C 1.40266 -0.23531 -0.50369
C 0.89633 -0.44734 -1.92980
C 0.28550 0.33507 0.41470
N 0.44545 1.77460 0.27070
C 1.72754 2.14137 -0.10679
O 2.21573 3.24842 0.07520
C 2.46815 0.86782 -0.46080
H 0.14588 -2.33972 0.41015
H 1.09032 -3.01676 -0.95419
H 1.63118 -3.27560 0.72757
H -0.02111 -1.05024 -1.95289
H 0.67106 0.52164 -2.39615
H 1.67019 -0.94384 -2.53076
H -0.72242 0.02216 0.11337
H 0.45915 0.01838 1.45419
H -0.09534 2.41369 0.84344
H 3.17863 0.66215 0.35404
H 3.03664 0.98233 -1.39200
H -0.13972 2.79543 -1.83724
O 0.43849 3.36606 -2.44110
H 0.92858 2.76749 -3.01185
```

Results
Structure (SMILES): CO[C@@]1(C)CNC(=O)C1.O
HOMO: -9.65 eV
ΔE to the lowest compared entry with this formula, charge and spin: 120.19 kJ/mol
Kohn-Sham gap: 10.2 eV

Here are the natural (NBO) charges for atoms 1 to 6, given in e: -0.254, -0.534, 0.262, -0.644, -0.250, -0.654


No. 3
A molecular structure, C21H22F3IrN2Se2 in a non-equilibrium geometry. Source: the Open Molecules 2025 dataset; level of theory: the ωB97M-V functional and the def2-TZVPD basis.

```
51
C21H22F3IrN2Se2, DFT the ωB97M-V functional and the def2-TZVPD basis
Ir -0.45257 0.08916 -0.20571
C 0.00332 0.54348 4.06574
C -0.63615 -0.58467 4.53743
C -1.27129 -1.43463 3.62995
C -1.24382 -1.13375 2.28803
N -0.58825 -0.03810 1.83567
C 0.01143 0.78347 2.69951
C -1.87066 -1.89716 1.20717
C -2.68583 -2.99002 1.38966
C -3.17235 -3.67951 0.27891
C -2.85769 -3.27909 -1.03688
C -2.07650 -2.18573 -1.24680
C -1.57203 -1.44487 -0.13612
H 0.49600 1.23753 4.73184
H -0.65319 -0.80720 5.59626
H -1.77448 -2.32329 3.98234
H 0.50233 1.65825 2.29484
H -2.95483 -3.32106 2.38333
H -3.80130 -4.54933 0.42251
H -3.24720 -3.84277 -1.87303
H -1.85421 -1.89272 -2.25707
C -1.49432 -0.05001 -3.94435
Se -0.01397 0.26411 -2.71433
C 0.07398 2.19380 -2.90093
C -1.05679 2.87014 -2.18391
Se -0.99349 2.54836 -0.27620
C -2.87085 2.76837 0.15069
H -1.08051 0.18163 -4.92408
H -2.35596 0.57443 -3.72340
H -1.76383 -1.09918 -3.90925
H 0.00673 2.44506 -3.96125
H 1.07108 2.47516 -2.56105
H -2.03224 2.51325 -2.51628
H -1.02919 3.95077 -2.34693
H -3.07166 3.83559 0.06153
H -3.02286 2.44381 1.17716
H -3.47935 2.19079 -0.54028
F 6.19596 0.11287 1.52824
C 5.89553 0.00868 0.23559
F 6.42509 1.04121 -0.41477
F 6.40217 -1.11843 -0.24250
C 4.37885 0.03794 0.07446
C 3.67991 1.16938 0.48515
C 2.31273 1.18601 0.34697
N 1.63986 0.14003 -0.18438
C 2.31577 -0.94835 -0.58422
C 3.68983 -1.03141 -0.46803
H 4.19533 2.02216 0.90758
H 1.73498 2.04846 0.64644
H 1.73864 -1.76273 -1.00268
H 4.20782 -1.91990 -0.80256
```

Results
<S²>: 0.786
HOMO (spin up / spin down): -18.39 / -18.42 eV
ΔE to the lowest compared entry with this formula, charge and spin: 112.12 kJ/mol
Spin multiplicity: 2
Net charge: +3
Kohn-Sham gap (spin up / spin down): 6.1 / 6.3 eV

Here are the natural (NBO) charges for atoms 1 to 6, given in e: 0.827, -0.204, -0.081, -0.162, 0.124, -0.470


No. 4
2 unconnected molecules or ions with the total composition C3H6INO2 in a non-equilibrium geometry. Source: the Open Molecules 2025 dataset; level of theory: the ωB97M-V functional and the def2-TZVPD basis.

```
13
C3H6INO2, DFT the ωB97M-V functional and the def2-TZVPD basis
C 0.33799 1.41392 0.24236
C -0.80277 -2.34432 -0.36566
C 1.17932 0.63712 1.05375
N -0.66255 -1.10451 -0.46436
O -0.37325 2.38459 0.88664
O 0.20380 1.42583 -1.12124
I 2.40330 -0.85963 0.23737
H -0.05632 -3.07362 -0.45179
H -1.87371 -2.77201 -0.36409
H 1.02093 1.29766 -1.60556
H 0.99931 0.65293 2.06490
H -0.76644 3.07901 0.20751
H -1.60959 -0.73697 -0.31983
```

Results
Structure (SMILES): OC(O)=CI.C=N
HOMO: -7.96 eV
ΔE to the lowest compared entry with this formula, charge and spin: 276.89 kJ/mol
Kohn-Sham gap: 8.5 eV

Here are the natural (NBO) charges for atoms 1 to 6, given in e: 0.604, -0.037, -0.546, -0.601, -0.686, -0.705


No. 5
A molecular structure, C28H26ClFHgN6O5. Source: the Open Molecules 2025 dataset; level of theory: the ωB97M-V functional and the def2-TZVPD basis.

```
68
C28H26ClFHgN6O5, DFT the ωB97M-V functional and the def2-TZVPD basis
Hg -0.17414 -0.07529 -0.02311
Cl -5.10475 -1.43118 5.48285
C -4.13370 -1.37879 4.02570
C -4.63509 -1.90457 2.83922
C -3.85763 -1.84540 1.70756
C -2.56375 -1.26741 1.67940
O -1.93440 -1.28372 0.53749
C -2.06434 -0.73885 2.91264
C -0.77004 -0.12165 3.15956
N 0.14117 0.19167 2.29393
C 1.32755 0.80960 2.62432
C 1.71023 1.15085 3.94291
C 2.91080 1.78514 4.19408
C 3.78755 2.11766 3.17044
C 3.46133 1.80261 1.83573
C 4.29338 2.10943 0.74393
C 3.91520 1.77666 -0.55007
C 2.70827 1.14000 -0.74674
N 1.89547 0.83363 0.27643
C 2.22134 1.13759 1.55039
C -2.88297 -0.82129 4.05581
H -5.61582 -2.35996 2.81384
H -4.22299 -2.25350 0.77356
H -0.59865 0.10017 4.21329
H 1.06736 0.90975 4.77635
H 3.17132 2.02566 5.21843
H 4.72636 2.61561 3.37859
H 5.23580 2.61007 0.93268
H 4.54694 2.00693 -1.39741
H 2.35426 0.85921 -1.73157
H -2.50355 -0.43120 4.99324
F -3.92605 -4.37942 -2.25376
C -2.77746 -4.12592 -1.60386
C -1.78138 -3.46522 -2.19248
N -0.60447 -3.18484 -1.53619
C 0.48763 -2.56505 -2.29344
C -0.00199 -1.29207 -3.00368
O -0.27911 -1.38173 -4.19548
O -0.13887 -0.24542 -2.28042
C -0.41386 -3.53834 -0.21669
O 0.59029 -3.27364 0.41289
N -1.44596 -4.27620 0.33335
C -2.67401 -4.59568 -0.23200
O -3.52262 -5.21141 0.37533
H -1.84723 -3.10365 -3.21119
H 0.84782 -3.27254 -3.04025
H 1.27833 -2.34022 -1.58169
H -1.34024 -4.48405 1.31623
C -2.85124 1.82029 -0.26673
C -3.62254 3.15673 -0.41773
N -2.68879 4.28573 -0.46251
C -1.78733 4.10510 -1.60421
C -1.00260 2.77509 -1.47173
N -1.40630 2.09476 -0.23048
C -1.10992 2.96468 0.91651
C -1.89534 4.29370 0.76906
H -3.04149 1.13477 -1.09417
H -3.11658 1.29620 0.65405
H -4.30728 3.31285 0.41815
H -4.21429 3.16956 -1.33510
H -1.11188 4.96240 -1.64268
H -2.38780 4.11796 -2.51594
H 0.07560 2.94239 -1.41898
H -1.17948 2.09289 -2.30222
H -0.02993 3.12612 0.94527
H -1.38411 2.42666 1.82617
H -1.21874 5.14995 0.73356
H -2.57425 4.44446 1.61073
```

Results
<S²>: 0.801
HOMO (spin up / spin down): -2.43 / -4.83 eV
ΔE to the lowest compared entry with this formula, charge and spin: 0.00 kJ/mol
Spin multiplicity: 2
Net charge: -1
Kohn-Sham gap (spin up / spin down): 4.9 / 7.2 eV

Here are the natural (NBO) charges for atoms 1 to 6, given in e: 1.624, -0.051, -0.099, -0.215, -0.278, 0.360


No. 6
A molecular structure, C37H25Cl2F6I2N6O5PRb in a non-equilibrium geometry. Source: the Open Molecules 2025 dataset; level of theory: the ωB97M-V functional and the def2-TZVPD basis.

```
85
C37H25Cl2F6I2N6O5PRb, DFT the ωB97M-V functional and the def2-TZVPD basis
Rb -0.79471 -0.02088 0.20108
Cl 0.57169 7.76595 2.03039
C 0.37739 6.01149 2.14593
C -0.93222 5.45917 2.23972
C -1.10383 4.11503 2.33870
C 0.01629 3.18954 2.35021
O -0.08500 1.95247 2.40727
C 1.31059 3.78593 2.23862
C 2.47963 2.99044 2.20613
N 2.50683 1.69547 2.22285
C 3.70977 1.03322 2.31393
C 4.82123 1.47216 3.00403
C 5.98784 0.67986 3.10223
C 6.06163 -0.55951 2.53272
C 4.93176 -1.05819 1.82844
C 4.90810 -2.33192 1.21157
C 3.78667 -2.75311 0.55760
C 2.66308 -1.89160 0.52127
N 2.65399 -0.71010 1.06988
C 3.76859 -0.27530 1.71685
C 1.45940 5.19172 2.13589
H -1.78792 6.12232 2.20055
H -2.09606 3.68080 2.36282
H 3.43013 3.55149 2.14588
H 4.77288 2.43293 3.49999
H 6.83569 1.06585 3.65748
H 6.94954 -1.17404 2.61998
H 5.78673 -2.96543 1.28068
H 3.73736 -3.72680 0.08570
H 1.74407 -2.20821 0.03248
H 2.45621 5.61170 2.04485
Cl -7.33966 -0.56766 -3.79501
C -5.99856 -0.89477 -2.69168
C -4.92854 -1.69703 -3.12228
C -3.88841 -1.97207 -2.28138
C -3.83631 -1.47408 -0.92832
O -2.88109 -1.77291 -0.16130
C -4.93743 -0.64594 -0.53368
C -5.07083 -0.04155 0.78320
O -4.34256 -0.14478 1.75142
C -5.98707 -0.37609 -1.42933
H -4.93356 -2.08565 -4.13450
H -3.04915 -2.57104 -2.61327
H -5.98773 0.58557 0.86690
H -6.80401 0.25660 -1.09764
I 2.06319 -5.15413 -1.03029
C 0.41591 -4.81006 0.14352
C -0.57787 -5.75787 0.25573
C -1.70912 -5.51228 1.02795
I -3.11554 -7.02198 1.08859
C -1.90623 -4.28536 1.74815
C -3.04691 -3.98429 2.50795
C -3.12253 -2.78160 3.15484
C -2.05260 -1.88565 3.04642
N -0.97658 -2.14942 2.32847
C -0.90289 -3.31049 1.68026
C 0.31769 -3.51168 0.83123
O 1.16464 -2.65215 0.70524
H -0.48511 -6.69795 -0.26991
H -3.86511 -4.69062 2.55253
H -4.00078 -2.50136 3.71825
H -2.08132 -0.91720 3.53031
F -1.32913 1.44661 -1.88935
P -1.56464 3.05880 -1.65789
F -0.57337 3.35826 -2.91102
F -2.51436 2.69030 -0.40036
F -0.28719 3.05831 -0.65740
F -1.77942 4.63062 -1.42270
F -2.82642 3.00564 -2.65544
C 0.74208 -0.56308 -5.54767
N 1.22431 0.11895 -4.36155
C 1.69872 1.39280 -4.43575
C 2.08392 2.07049 -3.34755
C 1.94893 1.38220 -2.08884
N 1.45422 0.17173 -2.00679
C 1.05906 -0.51285 -3.11793
O 0.55796 -1.62661 -3.08421
N 2.36614 1.99631 -0.96950
H 1.30462 -0.20949 -6.41212
H -0.32225 -0.37973 -5.70529
H 0.88471 -1.63199 -5.41888
H 1.74866 1.81658 -5.43092
H 2.45240 3.08158 -3.41113
H 2.32812 3.00134 -0.93926
H 2.28164 1.53628 -0.06655
```

Results
<S²>: 0.764
HOMO (spin up / spin down): -2.25 / -2.25 eV
ΔE to the lowest compared entry with this formula, charge and spin: 601.18 kJ/mol
Spin multiplicity: 2
Net charge: -2
Kohn-Sham gap (spin up / spin down): 5.4 / 5.2 eV

Here are the Mulliken charges for atoms 1 to 6, given in e: 0.817, -0.321, 0.276, -0.549, -0.496, 0.177


No. 7
2 unconnected molecules or ions with the total composition C3H5N3O4S in a non-equilibrium geometry. Source: the Open Molecules 2025 dataset; level of theory: the ωB97M-V functional and the def2-TZVPD basis.

```
16
C3H5N3O4S, DFT the ωB97M-V functional and the def2-TZVPD basis
C 1.42424 0.30632 0.28778
C 0.04316 0.61481 0.30209
C 2.03524 -1.04596 0.42018
N 2.07518 1.36714 0.04581
N -0.03729 1.93331 0.07540
N -3.29226 1.53456 -0.22389
O -1.05401 2.67371 0.04611
O -0.98120 -0.15586 0.27526
O -4.17965 -0.81009 -0.30057
O 1.28411 2.43485 -0.05618
S -3.37347 0.10349 0.43566
H 1.24650 -1.72431 0.84526
H 2.32452 -1.26108 -0.54011
H 2.83155 -1.05107 1.08206
H -2.44362 2.22095 0.02287
H -3.59224 1.79000 -1.13066
```

Results
HOMO: -8.24 eV
ΔE to the lowest compared entry with this formula, charge and spin: 416.51 kJ/mol
Kohn-Sham gap: 6.7 eV

Here are the natural (NBO) charges for atoms 1 to 6, given in e: 0.098, 0.435, -0.633, -0.085, 0.244, -1.030


No. 8
2 unconnected molecules or ions with the total composition CH6N2P in a non-equilibrium geometry. Source: the Open Molecules 2025 dataset; level of theory: the ωB97M-V functional and the def2-TZVPD basis.

```
10
CH6N2P, DFT the ωB97M-V functional and the def2-TZVPD basis
C -0.59293 -0.27465 -0.07303
N -1.19025 0.70312 -0.70166
N -1.13208 -1.11417 0.80311
P 2.68537 -0.10084 -0.11170
H -2.16691 0.73993 -0.68803
H -0.42616 1.39206 -1.04187
H -2.05174 -0.94840 1.34172
H -0.82253 -2.10960 0.86554
H 2.90749 0.80060 -1.21859
H 2.78975 0.91195 0.82450
```

Results
HOMO (spin up / spin down): -14.58 / -13.22 eV
ΔE to the lowest compared entry with this formula, charge and spin: 345.02 kJ/mol
Net charge: +1
Kohn-Sham gap (spin up / spin down): 8.9 / 6.5 eV

Here are the natural (NBO) charges for atoms 1 to 6, given in e: 0.557, -0.769, -0.812, 0.307, 0.429, 0.468


Q: Which of these has the lowest ΔE to the lowest compared entry with this formula, charge and spin?
A: C28H26ClFHgN6O5


Q: Which of these has the lowest ΔE to the lowest compared entry with this formula, charge and spin?
A: C28H26ClFHgN6O5


Q: Which of these has the highest ΔE to the lowest compared entry with this formula, charge and spin?
A: C37H25Cl2F6I2N6O5PRb


Q: The lowest ΔE to the lowest compared entry with this formula, charge and spin belongs to which entry?
A: C28H26ClFHgN6O5